--- 1 ---
Entry from the OMol25 dataset: a 2-piece molecular cluster, H2N2O2 overall (ωB97M-V/def2-TZVPD).

```
6
Properties=species:S:1:pos:R:3
N 0.071 0.930 -0.444
N -0.915 0.561 0.324
O 1.155 1.443 0.197
O -2.193 0.422 -0.189
H 0.706 -0.592 -1.430
H -0.918 0.270 1.381
```

HOMO level (spin up / spin down) (eV): 3.72 / 3.71
Total charge: -2
Kohn-Sham gap (spin up / spin down) (Eh): 0.171 / 0.172
LUMO energy (spin up / spin down) (eV): 8.382 / 8.382

--- 2 ---
Entry from the OMol25 dataset: a 2-piece molecular cluster, H2N2O2 overall (ωB97M-V/def2-TZVPD).

```
6
Properties=species:S:1:pos:R:3
N 0.446 0.321 -0.501
N -0.563 0.173 0.286
O 1.554 0.648 0.068
O -1.854 0.120 -0.124
H 1.049 -1.179 -1.096
H -0.632 -0.082 1.367
```

HOMO level (eV): 3.95
Total charge: -2
Kohn-Sham gap (Eh): 0.165
LUMO energy (eV): 8.430

Stability summary - winner: 1; margin: 22.1 kJ/mol.

--- 1 ---
Entry from the OMol25 dataset: the molecule C4H7NO4 (ωB97M-V/def2-TZVPD).

```
16
Properties=species:S:1:pos:R:3
C 1.583 0.240 -1.339
C 1.321 -0.313 -0.068
O 2.182 -0.691 0.680
C -0.267 -0.361 0.334
C -0.641 1.125 0.535
O -0.373 -1.021 1.545
O -1.279 -0.878 -0.596
N -2.792 -1.049 -0.351
O -3.259 -0.829 0.688
H 2.595 0.721 -1.436
H 0.708 0.835 -1.582
H 1.562 -0.533 -2.104
H -1.477 0.975 1.080
H -0.548 1.574 -0.414
H 0.153 1.344 1.193
H 0.534 -1.139 1.834
```

HOMO level (eV): -9.87
SMILES string: CC(=O)[C@](C)(O)ON=O
Total charge: 0
Kohn-Sham gap (Eh): 0.353
LUMO energy (eV): -0.252

--- 2 ---
Entry from the OMol25 dataset: the molecule C4H7NO4 (ωB97M-V/def2-TZVPD).

```
16
Properties=species:S:1:pos:R:3
N -0.849 1.517 -0.195
C -0.618 0.041 -0.241
C 0.635 -0.431 0.686
C 2.053 -0.242 0.185
O 2.358 0.904 0.025
O 2.875 -1.289 -0.233
C -1.815 -0.728 -0.020
O -1.828 -1.924 -0.111
O -2.934 -0.036 0.115
H -1.080 2.111 -1.027
H -0.735 1.930 0.715
H -0.230 -0.311 -1.222
H 0.574 -1.553 0.968
H 0.675 0.287 1.463
H 3.389 -1.157 -1.084
H -2.471 0.881 -0.024
```

HOMO level (eV): -9.97
SMILES string: N[C@@H](CC(=O)O)C(=O)O
Total charge: 0
Kohn-Sham gap (Eh): 0.378
LUMO energy (eV): 0.324

Stability summary - winner: 2; margin: 347.2 kJ/mol.